[1]
Computed, not measured: an isolated ion of composition C3H8N3O and charge +1, with the ωB97M-V functional and the def2-TZVPD basis.

Net charge: +1
Multiplicity: 1
SMILES string: C/N=C/NOC=[NH2+]
Energy relative to the best compared isomer or geometry (same formula, charge and spin) in kcal per mole: 86.0
Orbital gap in eV: 10.414

Geometry (Å):
1 H 2.0462 0.2717 -0.9804
2 N -0.9187 -1.2052 -1.6614
3 C -0.9591 -0.9884 -0.3422
4 H 0.2625 1.8827 1.5890
5 H 2.6085 -0.6139 0.4982
6 H -0.1454 -1.6614 -2.0775
7 C -0.1011 1.0562 1.0908
8 H -1.4019 -0.4529 -2.1494
9 H 2.4830 1.1386 0.5320
10 N 0.5703 0.2896 0.3024
11 O -1.8276 -0.0194 0.0206
12 H -0.8647 -1.7004 0.4187
13 C 2.0099 0.2681 0.1331
14 N -1.4516 0.6675 1.1481
15 H -2.3103 1.0671 1.4781

Cartesian forces (eV/Å) of the 3 atoms listed first:
H 0.96 0.09 0.69
N -1.22 1.16 1.69
C 0.05 2.10 -0.53

=====

[2]
Computed, not measured: an isolated ion of composition C3H8N3O and charge +1, with the ωB97M-V functional and the def2-TZVPD basis.

Net charge: +1
Multiplicity: 1
SMILES string: CN(C=[NH2+])/C=[NH+]\[O-]
Energy relative to the best compared isomer or geometry (same formula, charge and spin) in kcal per mole: 78.1
Orbital gap (spin up / spin down) in eV: 9.395 / 9.395

Geometry (Å):
1 O 0.7342 -2.0046 -1.2326
2 N 1.3818 0.3027 1.6305
3 H -2.1132 -0.5597 -1.0764
4 N -0.2966 0.2032 -0.0242
5 H 1.3631 1.2576 1.9539
6 H -1.4713 2.0641 -0.0279
7 C -0.4053 1.6411 -0.2145
8 H -0.0798 1.9171 -1.3027
9 N -0.4696 -1.7086 -1.3824
10 H 0.2453 2.1585 0.4608
11 H 0.5822 -1.4795 0.8847
12 H -0.9826 -2.4504 -1.9310
13 C 0.5653 -0.3202 0.7870
14 H 2.0326 -0.2861 2.1728
15 C -1.0861 -0.7353 -0.6979

Cartesian forces (eV/Å) of the 3 atoms listed first:
O 0.54 0.07 -0.27
N 0.48 -1.03 0.33
H 0.78 0.32 0.93

=====

[3]
Computed, not measured: a 2-piece molecular cluster, C3H8N3O overall, with the ωB97M-V functional and the def2-TZVPD basis.

Net charge: +1
Multiplicity: 1
Energy relative to the best compared isomer or geometry (same formula, charge and spin) in kcal per mole: 33.8
Orbital gap in eV: 10.092

Geometry (Å):
1 C 2.3456 -1.0225 0.0971
2 C 1.4535 0.0543 0.5727
3 H -3.7585 1.1448 0.3856
4 H 2.1645 1.6018 1.4877
5 H 1.0150 -2.3971 -1.1831
6 H -3.1113 0.9126 -1.2587
7 H -2.2414 0.4556 0.0708
8 N -2.9662 1.1391 -0.2247
9 N 1.0726 -1.5642 -0.5773
10 H -2.4378 2.0029 -0.2255
11 N 1.3438 1.1120 1.2026
12 H 3.0051 -0.7156 -0.6750
13 C 0.2836 -0.6647 -0.0969
14 O -0.8328 -0.3465 -0.3872
15 H 2.6644 -1.7126 0.8121

Cartesian forces (eV/Å) of the 3 atoms listed first:
C -1.55 -0.56 -1.99
C -1.87 0.26 1.00
H -0.83 0.14 0.04

=====

[4]
Computed, not measured: an isolated ion of composition C3H8N3O and charge +1, with the ωB97M-V functional and the def2-TZVPD basis.

Net charge: +1
Multiplicity: 1
SMILES string: N/C(O)=[NH+]/N1CC1
Energy relative to the best compared isomer or geometry (same formula, charge and spin) in kcal per mole: 63.7
Orbital gap in eV: 12.187

Geometry (Å):
1 O -1.7271 1.4634 -0.2828
2 H 1.5991 -0.5251 1.2329
3 H 1.7661 0.8455 -1.6139
4 C 1.5393 0.1207 -0.8721
5 H 2.3887 1.1557 0.9077
6 H 1.4246 -0.9944 -1.1560
7 N -2.7797 -0.4870 -0.2298
8 N 0.5143 0.6615 0.0256
9 H -0.6912 1.6336 -0.2027
10 C 1.7423 0.3615 0.6274
11 H -2.9959 -1.4153 0.2235
12 C -1.6362 0.2130 -0.0424
13 H -0.2810 -1.2803 0.3208
14 N -0.4817 -0.3223 0.3161
15 H -3.4431 0.2363 -0.1006

Cartesian forces (eV/Å) of the 3 atoms listed first:
O 1.84 0.13 0.24
H 1.04 0.13 0.27
H 0.83 0.19 -0.48

=====

[5]
Computed, not measured: a 2-piece molecular cluster, C3H8N3O overall, with the ωB97M-V functional and the def2-TZVPD basis.

Net charge: +1
Multiplicity: 3
Energy relative to the best compared isomer or geometry (same formula, charge and spin) in kcal per mole: 7.3
Orbital gap (spin up / spin down) in eV: 9.490 / 8.743

Geometry (Å):
1 H 0.0713 1.3595 0.6911
2 H -1.3147 -1.0234 -0.0874
3 C 0.5127 -0.5027 -0.0272
4 H 0.0999 1.4123 -0.9509
5 C 0.4985 0.9667 -0.1433
6 H -3.8661 -0.6118 0.6984
7 N -0.3901 -1.3635 -0.0326
8 N 2.6383 -0.0525 0.1371
9 H 2.1409 1.7497 0.8792
10 H 2.4279 1.6463 -0.9474
11 N 1.8092 -0.9382 0.1281
12 O -3.0148 -0.5629 0.1560
13 H -0.3919 -2.3686 0.2889
14 H -3.2692 -0.9144 -0.7516
15 C 2.0482 1.2033 -0.0383

Cartesian forces (eV/Å) of the 3 atoms listed first:
H -1.57 1.16 2.43
H -1.61 0.48 0.11
C 4.24 -0.54 0.03

=====

[6]
Computed, not measured: an isolated ion of composition C3H8N3O and charge +1, with the ωB97M-V functional and the def2-TZVPD basis.

Net charge: +1
Multiplicity: 3
Energy relative to the best compared isomer or geometry (same formula, charge and spin) in kcal per mole: 50.1
Orbital gap (spin up / spin down) in eV: 6.320 / 8.295

Geometry (Å):
1 H -2.0996 0.0547 0.9876
2 N 2.5580 -0.7661 -0.1066
3 C 0.4123 -0.2634 0.5212
4 N 1.6075 -1.3450 0.3460
5 C 2.3881 0.6421 -0.1908
6 H 3.2237 1.1121 0.4777
7 N -1.8385 0.1144 0.0202
8 H -0.8218 -1.7648 -0.0430
9 H 2.7091 1.1571 -1.1104
10 H -2.6852 -0.1360 -0.4860
11 H -1.7548 1.1262 -0.1429
12 C -0.7225 -0.7555 -0.3198
13 H -0.3939 -0.6628 -1.4218
14 O 1.0039 0.8907 -0.0166
15 H 0.0042 -0.0557 1.5989

Cartesian forces (eV/Å) of the 3 atoms listed first:
H -0.02 -0.32 0.99
N 1.88 0.95 -1.48
C 1.72 -0.60 0.99